(1)
{
  "formula": "C2H8N2O2",
  "method": "the ωB97M-V functional and the def2-TZVPD basis",
  "gap_ev": [11.0, 5.9],
  "multiplicity": 2,
  "e_above_lowest_ev": 0.793,
  "total_energy_ha": -340.6595,
  "lumo_ev": [-4.17, -9.04],
  "charge": 1,
  "symbols": ["O", "C", "N", "C", "N", "H", "H", "H", "H", "H", "H", "H", "H", "O"],
  "coordinates": [[-0.98754, 1.46182, 1.73956], [0.13630, 1.16434, 1.23974], [0.24145, 0.48062, 0.14535], [-0.94982, 0.10161, -0.65838], [-0.84177, -1.31060, -0.78296], [1.03402, 1.53294, 1.75103], [1.12100, 0.24963, -0.33500], [-1.84296, 0.45452, -0.12331], [-0.85157, 0.58078, -1.62892], [-1.53036, -1.67593, -1.42937], [-0.97224, -1.77970, 0.10521], [1.18080, -1.49306, -1.45545], [2.35570, -1.66715, -0.50731], [2.02144, -1.07519, -1.20252]],
  "forces_ev_per_angstrom": [[-0.021, 0.213, 0.178], [0.176, -0.290, -0.666], [-0.667, 0.752, -0.222], [0.455, -0.161, 0.796], [-0.505, -0.457, -0.328], [-0.091, -0.032, 0.162], [0.623, -0.234, 0.271], [0.017, 0.216, -0.016], [-0.230, 0.115, -0.041], [0.085, -0.104, -0.176], [-0.033, -0.042, 0.037], [0.099, -0.048, -0.071], [0.154, 0.184, -0.377], [-0.060, -0.113, 0.452]],
  "mulliken_spin": [0.84, -0.03, 0.07, 0.01, 0.05, 0.05, 0.00, 0.02, 0.00, 0.00, 0.00, 0.00, 0.00, 0.00]
}

***

(2)
{
  "formula": "C2H8N2O2S",
  "method": "the ωB97M-V functional and the def2-TZVPD basis",
  "gap_ev": 9.7,
  "e_above_lowest_ev": 2.068,
  "total_energy_ha": -739.0668,
  "lumo_ev": 0.57,
  "symbols": ["C", "C", "N", "N", "O", "O", "S", "H", "H", "H", "H", "H", "H", "H", "H"],
  "coordinates": [[2.19670, 1.32622, 0.33555], [-2.10484, -0.37099, 0.71133], [0.40380, -1.52807, -0.76180], [1.19051, 1.18950, -0.64505], [-0.83956, 0.48967, -1.83818], [-0.81809, 0.12191, 0.69981], [-0.02877, 0.18765, -0.70658], [1.87263, 1.98904, 1.09833], [2.47894, 0.31415, 0.73078], [3.04753, 1.72626, -0.16187], [-2.83603, 0.40249, 0.23307], [-2.49452, -0.70356, 1.72257], [-1.97638, -1.30259, 0.14665], [-0.09568, -1.89379, -1.59482], [0.00377, -1.94788, 0.03022]],
  "forces_ev_per_angstrom": [[0.177, -2.343, 0.520], [-2.704, -0.630, -0.698], [-0.430, 2.041, -2.014], [-4.309, -2.498, -1.349], [-0.873, -0.540, 0.121], [1.832, 1.774, 0.727], [4.533, 1.628, 0.222], [-0.052, 0.517, 1.040], [0.070, 0.932, 0.156], [0.808, 0.418, -0.262], [1.173, -1.687, 0.758], [0.960, 0.917, -0.874], [-1.344, 0.004, -0.276], [0.600, 0.262, 0.578], [-0.440, -0.795, 1.350]],
  "nbo_charge": [-0.41, -0.27, -1.02, -0.87, -0.91, -0.72, 2.29, 0.19, 0.18, 0.20, 0.21, 0.21, 0.17, 0.39, 0.37]
}

***

(3)
{
  "formula": "C2H8N2O2S",
  "method": "the ωB97M-V functional and the def2-TZVPD basis",
  "gap_ev": 10.3,
  "e_above_lowest_ev": 0.202,
  "total_energy_ha": -739.1354,
  "lumo_ev": 0.47,
  "symbols": ["C", "C", "N", "N", "O", "O", "S", "H", "H", "H", "H", "H", "H", "H", "H"],
  "coordinates": [[0.90174, 1.48771, -0.39201], [0.44841, 0.23792, 0.27705], [0.95634, -0.90614, -0.38288], [-1.95137, -1.36540, 0.48860], [-1.38617, 0.16654, -1.51938], [-2.24002, 1.14711, 0.60656], [-1.39615, 0.14666, -0.04861], [0.38568, 1.60018, -1.31815], [0.83721, 2.52159, 0.08802], [1.96142, 1.34216, -0.55583], [0.72714, 0.12838, 1.32849], [0.45541, -1.68185, -0.23859], [0.86748, -0.60666, -1.32883], [-2.59696, -1.39048, 1.30675], [-2.63964, -1.63220, -0.33527]],
  "forces_ev_per_angstrom": [[0.903, 2.189, 0.664], [-1.181, -0.780, 1.921], [2.995, 3.755, -1.163], [-2.045, -0.991, -2.481], [-0.456, -0.862, 1.624], [1.330, -0.751, -0.281], [-1.780, 1.974, -0.157], [-0.092, -0.050, -0.885], [-0.350, -1.774, 0.095], [0.320, 0.001, -0.334], [-0.688, 0.534, 0.157], [-2.277, -3.675, 0.795], [0.237, -0.807, -1.276], [1.081, 0.879, -0.524], [2.004, 0.358, 1.846]],
  "nbo_charge": [-0.66, -0.23, -0.80, -1.09, -0.96, -0.94, 2.17, 0.25, 0.24, 0.23, 0.22, 0.37, 0.37, 0.42, 0.41]
}

***

(4)
{
  "formula": "C2H8N2O3S",
  "method": "the ωB97M-V functional and the def2-TZVPD basis",
  "gap_ev": 11.0,
  "e_above_lowest_ev": 1.427,
  "total_energy_ha": -814.3664,
  "lumo_ev": 0.67,
  "symbols": ["C", "C", "N", "N", "O", "O", "O", "S", "H", "H", "H", "H", "H", "H", "H", "H"],
  "coordinates": [[-0.41431, -0.55006, 2.24791], [-0.34522, -2.33481, 0.72987], [0.91541, 1.65611, -2.63633], [-0.58463, -1.10426, 0.94820], [1.28493, 0.68394, -0.34844], [-0.93378, 0.41629, -1.47490], [-0.28881, 2.64825, -0.64891], [0.25216, 1.37588, -1.09666], [0.52076, -0.82462, 2.82994], [-0.30304, 0.47689, 2.16857], [-1.30825, -0.73764, 2.80844], [-1.08914, -0.03647, -0.59821], [-0.54944, -2.77113, -0.28673], [0.39135, -3.03625, 1.14796], [1.95159, 1.67568, -2.63275], [0.50043, 2.46219, -3.15795]],
  "forces_ev_per_angstrom": [[1.914, -0.768, 1.148], [1.316, 0.064, -2.655], [-0.150, 0.275, 0.136], [-0.954, -1.963, -0.451], [-1.315, 0.597, -0.535], [0.494, 0.060, 0.849], [0.337, -1.654, 0.074], [1.767, 2.250, -1.506], [-1.062, -0.490, -0.659], [-0.065, 2.167, -0.322], [-0.379, -0.217, 0.503], [-0.248, -0.583, -0.080], [-0.448, 0.855, 0.727], [-0.529, 0.500, 1.490], [-1.168, -0.070, 0.250], [0.488, -1.024, 1.031]],
  "nbo_charge": [-0.44, -0.03, -1.09, -0.43, -0.93, -0.88, -0.93, 2.44, 0.19, 0.21, 0.21, 0.53, 0.16, 0.16, 0.41, 0.41]
}

***

(5)
{
  "formula": "C2H8N2O4P",
  "method": "the ωB97M-V functional and the def2-TZVPD basis",
  "gap_ev": 8.8,
  "e_above_lowest_ev": 0.738,
  "total_energy_ha": -832.9756,
  "lumo_ev": 3.88,
  "charge": -1,
  "symbols": ["C", "C", "N", "N", "O", "O", "O", "O", "P", "H", "H", "H", "H", "H", "H", "H", "H"],
  "coordinates": [[0.87120, 0.83519, -0.67848], [-0.03138, 0.01230, 0.25493], [2.25745, 0.78316, -0.38552], [0.40985, -1.38887, 0.20624], [-2.29686, -1.17252, 0.48925], [-2.19860, 0.37724, -1.60597], [-2.28444, 1.28352, 0.81883], [0.09246, 0.43319, 1.71011], [-1.88591, 0.30976, -0.12787], [0.55388, 1.88400, -0.74957], [0.74679, 0.48317, -1.63267], [2.53729, 1.19612, 0.50256], [2.66053, -0.12541, -0.42622], [-2.34316, -1.84377, -0.22424], [0.23324, -1.71111, -0.68983], [1.40356, -1.43256, 0.46174], [-0.72592, 0.07658, 2.07669]],
  "forces_ev_per_angstrom": [[-0.749, 1.388, 2.688], [-0.099, 0.652, 1.205], [1.856, 1.119, 0.483], [0.130, 1.097, 2.323], [-1.017, -0.576, -0.843], [0.555, -0.337, 1.060], [-1.784, 3.420, 2.974], [0.665, -0.628, -2.304], [1.929, -3.925, -3.492], [-0.014, -0.127, 0.366], [-0.597, -1.149, -2.415], [-0.463, -0.120, -0.223], [0.101, -0.675, -0.125], [0.076, 0.730, 0.663], [-0.054, -1.042, -2.082], [-0.555, -0.066, -0.396], [0.020, 0.239, 0.119]],
  "nbo_charge": [-0.26, 0.02, -0.85, -0.85, -1.03, -1.18, -1.16, -0.76, 2.33, 0.20, 0.19, 0.36, 0.34, 0.48, 0.35, 0.34, 0.48]
}

***

(6)
{
  "formula": "C2H8N2P2",
  "method": "the ωB97M-V functional and the def2-TZVPD basis",
  "gap_ev": [7.3, 6.0],
  "multiplicity": 3,
  "e_above_lowest_ev": 1.082,
  "total_energy_ha": -873.0386,
  "lumo_ev": [0.77, -2.98],
  "symbols": ["C", "C", "N", "N", "P", "P", "H", "H", "H", "H", "H", "H", "H", "H"],
  "coordinates": [[-2.25105, 0.00724, 0.15968], [1.63420, -1.42098, -0.71932], [1.49194, 0.93109, 0.66105], [-1.44898, 0.66408, -0.78433], [-0.26731, 1.65682, -0.32124], [2.62993, 0.01065, 0.13021], [-3.22313, -0.31864, -0.33129], [-1.75936, -0.89845, 0.67218], [-2.37936, 0.64057, 1.10509], [1.14644, -1.98602, 0.00065], [2.39017, -2.15501, -1.23111], [0.91186, -0.90363, -1.45011], [1.66255, 1.86474, 1.03156], [-0.53789, 1.90754, 1.07696]],
  "forces_ev_per_angstrom": [[-1.353, -0.724, 1.806], [2.109, 1.534, -2.516], [-3.960, 2.781, 0.475], [1.026, -0.956, -0.104], [1.272, 0.873, 0.669], [2.429, -3.542, -1.786], [1.066, 0.348, 0.988], [-0.361, 0.851, -1.245], [-0.440, -0.469, -1.096], [-1.174, -0.863, 1.468], [-1.432, 1.651, 0.643], [1.029, -1.051, 0.913], [0.259, -0.431, 0.051], [-0.469, -0.002, -0.267]],
  "mulliken_spin": [-0.01, 0.07, 0.40, 0.51, -0.01, 0.93, 0.00, 0.05, 0.03, 0.02, 0.00, 0.01, -0.01, -0.01]
}

***

(7)
{
  "formula": "C2H8N2PS",
  "method": "the ωB97M-V functional and the def2-TZVPD basis",
  "gap_ev": 9.1,
  "e_above_lowest_ev": 1.854,
  "total_energy_ha": -929.7404,
  "lumo_ev": -4.34,
  "charge": 1,
  "symbols": ["C", "C", "N", "N", "P", "S", "H", "H", "H", "H", "H", "H", "H", "H"],
  "coordinates": [[1.79325, -2.05230, -1.35001], [1.06802, 0.14686, 0.11729], [-1.89938, -0.54504, -0.15043], [1.03538, 1.41469, 0.41051], [-2.83289, 0.64436, 0.12077], [2.44893, -0.64215, -0.38560], [1.68767, -1.67710, -2.38009], [0.96438, -2.51776, -1.02017], [2.50045, -2.84880, -1.32157], [0.04732, -0.34999, 0.03522], [1.81647, 2.07509, 0.43416], [-2.31830, -1.50094, -0.37463], [0.08225, 1.78032, 0.43391], [-4.18794, 0.42228, -0.41118]],
  "forces_ev_per_angstrom": [[2.390, 1.887, -1.591], [-0.851, -0.274, -1.136], [-0.522, -3.046, -0.067], [-0.878, 0.251, 0.194], [-0.883, 1.855, -0.219], [0.381, -0.740, 0.094], [-0.050, -0.337, 0.453], [-3.269, -0.824, 1.460], [1.105, -0.218, -0.054], [1.029, 0.471, 0.199], [-0.274, -0.533, -0.071], [0.744, 1.691, -0.131], [0.519, 0.332, 0.484], [0.561, -0.515, 0.384]],
  "nbo_charge": [-0.72, -0.02, -1.18, -0.67, 0.90, 0.44, 0.25, 0.24, 0.26, 0.30, 0.44, 0.41, 0.43, -0.09]
}

***

(8)
{
  "formula": "C2H8N2S",
  "method": "the ωB97M-V functional and the def2-TZVPD basis",
  "gap_ev": [2.0, 8.8],
  "multiplicity": 2,
  "e_above_lowest_ev": 1.456,
  "total_energy_ha": -588.6044,
  "lumo_ev": [3.30, 3.30],
  "charge": -1,
  "symbols": ["C", "S", "H", "H", "H", "N", "C", "N", "H", "H", "H", "H", "H"],
  "coordinates": [[3.33100, -0.46157, -0.66687], [2.55154, -1.34934, 0.77216], [4.37005, -0.78472, -0.65761], [3.27958, 0.60024, -0.46782], [2.82629, -0.67436, -1.59722], [-1.12798, -0.01331, 0.36288], [-2.06362, 0.74274, 0.04790], [-3.45046, 0.55377, 0.37127], [-1.26241, -0.65005, 1.15316], [1.25414, -0.95985, 1.04476], [-1.87389, 1.61498, -0.55810], [-3.91026, 1.44666, 0.45904], [-3.92398, -0.06518, -0.26354]],
  "forces_ev_per_angstrom": [[-1.185, 0.240, 0.991], [0.277, -0.577, 0.366], [-0.135, -0.147, -0.008], [0.109, 0.235, -0.096], [0.010, -0.201, -0.197], [2.279, -0.425, 0.810], [-2.327, 0.186, 0.188], [1.582, 0.227, 1.191], [-0.901, -0.063, -0.804], [0.873, 0.485, -1.114], [0.179, 0.067, -0.365], [-0.439, 0.371, -0.444], [-0.324, -0.399, -0.518]],
  "mulliken_spin": [0.29, 0.07, -0.03, -0.06, -0.08, -1.20, 2.69, 0.71, 0.11, -0.03, -0.32, -0.70, -0.46]
}

***

(9)
{
  "formula": "C2H8N2S",
  "method": "the ωB97M-V functional and the def2-TZVPD basis",
  "gap_ev": 9.7,
  "e_above_lowest_ev": 1.856,
  "total_energy_ha": -588.6117,
  "lumo_ev": 0.68,
  "symbols": ["C", "S", "H", "H", "H", "N", "C", "N", "H", "H", "H", "H", "H"],
  "coordinates": [[-0.67566, 0.79667, -1.99322], [0.90287, 0.15188, -1.50017], [-1.51764, 0.57046, -1.26371], [-0.95370, 0.24048, -2.78431], [-0.64369, 1.86633, -2.14697], [-0.15548, -1.27820, 1.08762], [0.20810, -0.47474, 2.18056], [0.77414, 0.68123, 2.11254], [0.26354, -2.23873, 1.01618], [-0.15500, -0.86474, 0.13885], [-0.46128, -0.70513, 3.04290], [1.21330, 0.81828, 3.03885], [1.20052, 0.43620, -2.92912]],
  "forces_ev_per_angstrom": [[-1.746, 1.108, 3.770], [1.446, 0.848, -3.175], [1.226, 0.433, -0.333], [-1.020, -1.287, -3.099], [-0.083, 0.086, -0.232], [-0.016, -0.742, -1.186], [-1.416, 1.244, -0.424], [1.282, -2.140, 0.002], [-0.759, 1.478, 0.607], [0.446, -0.266, 1.224], [1.519, -0.767, 0.360], [-1.305, 0.898, -0.150], [0.425, -0.891, 2.636]],
  "nbo_charge": [-0.74, -0.04, 0.22, 0.21, 0.22, -0.88, 0.28, -0.68, 0.40, 0.38, 0.15, 0.35, 0.14]
}

***

(10)
{
  "formula": "C2H8N2S",
  "method": "the ωB97M-V functional and the def2-TZVPD basis",
  "gap_ev": [9.4, 5.1],
  "multiplicity": 2,
  "e_above_lowest_ev": 1.783,
  "total_energy_ha": -588.3506,
  "lumo_ev": [-3.73, -7.83],
  "charge": 1,
  "symbols": ["C", "C", "N", "N", "H", "H", "H", "H", "H", "H", "H", "S", "H"],
  "coordinates": [[0.12784, 1.43131, 0.89311], [-0.09806, 1.31397, -0.44793], [0.60433, 0.28959, -1.18074], [-0.47738, 2.38953, 1.65114], [0.86130, 0.73720, 1.34223], [-0.78015, 1.95935, -0.93443], [0.52331, 0.41039, -2.16061], [1.56542, 0.27427, -0.90728], [0.16131, -0.99164, -0.88127], [-1.38416, 2.73504, 1.20724], [-0.67948, 2.12206, 2.57337], [-0.03549, -2.51898, -0.42803], [-0.76709, -2.16857, 0.64528]],
  "forces_ev_per_angstrom": [[0.314, 0.226, 0.643], [1.596, -1.636, -0.629], [-1.485, 2.931, 1.983], [-1.784, -0.702, -2.855], [-0.535, 0.571, 0.171], [-0.706, 0.148, -0.761], [-0.182, -0.093, -1.290], [0.815, -0.568, 0.208], [-0.274, -2.061, 0.483], [1.807, -0.119, 0.734], [0.263, -0.117, 1.777], [0.137, 1.400, -0.377], [0.033, 0.020, -0.086]],
  "mulliken_spin": [0.15, 0.19, 0.21, 0.18, 0.00, 0.00, -0.01, 0.00, -0.02, 0.00, 0.00, 0.30, -0.01]
}

***

(11)
{
  "formula": "C2H8N3",
  "method": "the ωB97M-V functional and the def2-TZVPD basis",
  "gap_ev": 10.8,
  "e_above_lowest_ev": 2.646,
  "total_energy_ha": -244.9704,
  "lumo_ev": -3.63,
  "charge": 1,
  "symbols": ["C", "N", "H", "H", "H", "H", "N", "C", "N", "H", "H", "H", "H"],
  "coordinates": [[0.43402, 0.65138, -2.56764], [1.09920, -0.18623, -1.75638], [0.61901, 1.54199, -2.01408], [0.21752, 0.66892, -3.61343], [1.09794, -1.24239, -2.10793], [0.54864, 0.48365, 0.39393], [-1.22036, -0.96012, 1.05412], [-0.58867, -0.11719, 1.85042], [0.38570, 0.64170, 1.45489], [-1.24607, -0.70236, 0.02579], [-1.99358, -1.62489, 1.39242], [-0.89166, -0.18922, 2.87824], [0.72430, 1.39173, 2.07995]],
  "forces_ev_per_angstrom": [[4.283, -1.625, 3.798], [-3.098, -1.936, -2.818], [-1.093, 1.769, -0.617], [-0.651, -0.751, -0.489], [0.285, 2.687, 0.459], [0.835, 1.108, 1.843], [-1.736, -0.256, -1.552], [-0.612, -1.293, 0.632], [-0.499, -0.089, -1.779], [0.193, -0.953, 1.605], [1.802, 1.689, -0.574], [0.224, 0.346, 0.527], [0.068, -0.696, -1.034]],
  "nbo_charge": [-0.05, -0.66, 0.18, 0.21, 0.35, 0.46, -0.74, 0.40, -0.71, 0.43, 0.46, 0.23, 0.46]
}

***

(12)
{
  "formula": "C2H8N3",
  "method": "the ωB97M-V functional and the def2-TZVPD basis",
  "gap_ev": 11.3,
  "e_above_lowest_ev": 2.254,
  "total_energy_ha": -244.9847,
  "lumo_ev": -3.27,
  "charge": 1,
  "symbols": ["C", "C", "N", "N", "N", "H", "H", "H", "H", "H", "H", "H", "H"],
  "coordinates": [[1.29892, -0.27949, -0.34527], [-1.01812, 0.81696, 1.04498], [2.09065, -1.07625, -1.03966], [-2.12537, 1.12198, 0.34704], [0.01880, -0.33847, -0.15379], [1.83942, 0.60202, 0.13546], [-0.14769, 1.41757, 1.21573], [-1.04986, -0.05636, 1.70338], [3.15091, -1.08384, -0.85790], [1.55941, -1.87277, -1.47674], [-2.08873, 1.50543, -0.62095], [-2.85764, 0.36913, 0.41385], [-0.67071, -1.12593, -0.36613]],
  "forces_ev_per_angstrom": [[0.253, 1.446, 1.184], [1.089, -2.461, -1.867], [0.552, -1.532, -0.310], [-1.053, -1.198, -0.327], [-1.409, -0.352, 0.622], [-0.820, -1.114, -0.564], [-0.301, 1.039, -0.067], [-0.689, 0.898, 0.443], [-2.554, -0.108, -0.719], [1.663, 0.825, 0.487], [0.241, 0.109, 1.481], [0.957, 1.361, -0.114], [2.072, 1.088, -0.249]],
  "nbo_charge": [0.36, 0.11, -0.76, -0.76, -0.70, 0.20, 0.22, 0.23, 0.45, 0.42, 0.43, 0.41, 0.40]
}